[1]
The following is a DFT calculation (ωB97M-V/def2-TZVPD) of C8H16N6 as an isolated structure.

energy above the lowest of the compared OMol25 structures with the same formula, charge and spin: 665.14 kJ/mol
total charge: +2
Kohn-Sham gap: 11.004 eV
LUMO energy: -6.9 eV

Positions of all 30 atoms, in Å:
C: -2.0981 -1.0556 -0.9343
C: -0.4404 -2.3533 -0.3342
C: -0.6233 -4.3174 -0.7584
C: 0.4763 -3.5101 -0.1112
C: 1.1022 0.4912 2.3675
C: 0.6370 3.4204 -1.1305
C: -0.0216 -0.3510 1.9202
C: 0.4606 1.9150 -1.2479
N: -2.3497 -2.2349 -1.3314
N: -1.3658 -3.0435 -0.9763
N: -0.7628 -5.4928 -1.0195
N: -0.8141 -1.0408 -0.3740
N: -0.0508 -0.0133 0.1942
N: -0.3344 1.3131 -0.0573
H: -2.6245 -0.1880 -1.2271
H: 1.5072 -3.3230 -0.4870
H: 0.4403 -3.6858 0.9767
H: 1.9848 0.5263 1.7051
H: 0.7766 1.5832 2.6309
H: 1.4290 -0.1490 3.2973
H: -0.1736 4.0391 -1.4023
H: 0.8863 3.9541 -0.0481
H: 1.5166 3.7941 -1.7421
H: -0.9878 0.0179 2.1999
H: 0.1395 -1.3833 2.0199
H: 1.5542 1.5983 -1.0208
H: 0.1044 1.6115 -2.2287
H: -1.5812 -5.8135 -1.5236
H: -1.3752 1.5714 -0.1493
H: 0.0103 1.8193 0.9301

Here are the Mulliken charges for atoms 1 to 5, given in e: number 1, C, carries -0.0678; number 2, C, carries 0.0278; number 3, C, carries 0.1991; number 4, C, carries -0.0320; number 5, C, carries -0.9211

[2]
The following is a DFT calculation (ωB97M-V/def2-TZVPD) of C12H19N4O8PPtTe as an isolated structure.

energy above the lowest of the compared OMol25 structures with the same formula, charge and spin: 67.24 kJ/mol
Kohn-Sham gap: 6.759 eV
LUMO energy: -1.9 eV

Positions of all 46 atoms, in Å:
Pt: -0.4352 0.6096 0.5355
O: -2.6525 3.7537 0.3228
C: -1.9069 3.6527 -0.8711
C: -0.4879 4.1775 -0.7252
N: 0.3523 3.3650 0.1527
C: 0.2665 3.6613 1.5720
C: -0.7002 2.8271 2.4238
O: -0.9538 3.2172 3.5368
O: -1.2543 1.7341 1.9297
C: 1.6669 3.0536 -0.3256
C: 2.0926 1.6603 0.0899
O: 3.0774 1.1591 -0.6061
O: 1.5834 1.0498 1.0373
H: -2.5187 2.9513 0.8444
H: -2.4144 4.2638 -1.6227
H: -1.8790 2.6208 -1.2351
H: -0.5272 5.2123 -0.3614
H: -0.0379 4.1943 -1.7214
H: -0.0306 4.7000 1.7409
H: 1.2485 3.5359 2.0355
H: 2.4607 3.7224 0.0514
H: 1.7136 3.0981 -1.4124
N: -2.2370 -0.0035 -0.0017
C: -2.7478 -1.0624 0.0712
N: -3.3653 -2.1602 0.2016
C: -2.9448 -3.2111 -0.4940
N: -2.6185 -4.1676 -1.0560
C: -0.3854 -2.7960 2.3086
C: 0.9981 -2.4204 1.8530
O: 1.1495 -2.7741 0.4320
P: 1.4067 -1.7427 -0.7099
O: 0.4313 -0.6304 -0.9012
Te: 3.6334 -0.7571 -0.2574
O: 1.5394 -2.5912 -1.9965
C: 1.4938 -4.0528 -2.1468
C: 0.2990 -4.4273 -2.9815
H: -0.4619 -2.6216 3.3824
H: -0.5921 -3.8459 2.1051
H: -1.1385 -2.1845 1.8150
H: 1.7721 -2.9881 2.3659
H: 1.1955 -1.3552 1.9752
H: 1.4545 -4.5009 -1.1571
H: 2.4356 -4.3112 -2.6269
H: -0.6339 -4.1958 -2.4687
H: 0.3252 -5.5034 -3.1606
H: 0.3279 -3.9166 -3.9435

Here are the Mulliken charges for atoms 1 to 5, given in e: number 1, Pt, carries 1.3400; number 2, O, carries -0.6068; number 3, C, carries -0.4955; number 4, C, carries -0.7280; number 5, N, carries 0.5759

[3]
The following is a DFT calculation (ωB97M-V/def2-TZVPD) of a single C5H2O molecule.

energy above the lowest of the compared OMol25 structures with the same formula, charge and spin: 269.47 kJ/mol
structure (SMILES): C#CC#CC=O
Kohn-Sham gap: 8.798 eV
LUMO energy: -1.0 eV

Positions of all 8 atoms, in Å:
C: 2.4204 0.2639 0.2412
C: 1.5003 1.0582 0.0976
C: 0.2637 0.8097 -0.3985
C: -0.4540 -0.1317 -0.1008
C: -1.8848 -0.4156 -0.1218
O: -2.6326 0.0898 0.6965
H: 3.0686 -0.4532 0.4753
H: -2.2816 -1.2211 -0.8895

Here are the Mulliken charges for atoms 1 to 5, given in e: number 1, C, carries -0.1191; number 2, C, carries -0.3378; number 3, C, carries 0.1082; number 4, C, carries 0.0460; number 5, C, carries 0.0299

[4]
The following is a DFT calculation (ωB97M-V/def2-TZVPD) of C7H12CsO5 as an isolated structure.

energy above the lowest of the compared OMol25 structures with the same formula, charge and spin: 130.88 kJ/mol
total charge: -1
Kohn-Sham gap: 4.613 eV
LUMO energy: 2.0 eV

Positions of all 25 atoms, in Å:
O: -2.3200 1.1749 1.2113
C: -1.1468 1.5167 1.6632
C: 0.0099 0.7545 1.4762
O: -0.1599 -0.4287 0.7448
C: -0.2432 -1.6284 1.4766
C: 0.7485 -2.6834 1.0566
O: 1.5881 -2.4344 -0.0428
C: 1.0817 -2.8360 -1.2927
H: -1.0234 2.3829 2.3460
H: 0.7705 0.6943 2.2611
H: -1.2405 -2.1015 1.4774
H: -0.1259 -1.4178 2.5532
H: 1.4121 -2.8439 1.9181
H: 0.1534 -3.5986 0.8785
H: 1.8522 -3.4366 -1.7915
H: 0.1442 -3.4120 -1.2025
H: 0.8926 -1.9599 -1.9310
O: -0.3763 1.5774 -2.3658
C: 0.4042 2.5528 -1.8674
C: -0.3594 3.7422 -1.4345
O: -1.3613 3.5776 -0.7048
Cs: -2.9380 0.8117 -1.3590
H: 1.0776 2.9469 -2.6738
H: 0.0693 4.7529 -1.5893
H: 1.0901 2.2967 -0.8082

Here are the Mulliken charges for atoms 1 to 5, given in e: number 1, O, carries -0.8375; number 2, C, carries -0.1433; number 3, C, carries -0.5925; number 4, O, carries -0.1201; number 5, C, carries -0.6175

[5]
The following is a DFT calculation (ωB97M-V/def2-TZVPD) of a single C19H20N4O2 molecule.

energy above the lowest of the compared OMol25 structures with the same formula, charge and spin: 5.20 kJ/mol
structure (SMILES): O=C(Cc1ccccc1)c1c[nH]c(C(=O)NCCCn2ccnc2)c1
Kohn-Sham gap: 9.512 eV
LUMO energy: 0.6 eV

Positions of all 45 atoms, in Å:
O: -1.2216 4.9078 -0.7417
C: -0.9594 3.7249 -0.7895
C: -0.8136 2.9892 -2.1142
C: 0.5251 2.3169 -2.2474
C: 0.6299 1.0012 -2.6824
C: 1.8673 0.3899 -2.7859
C: 3.0159 1.0889 -2.4576
C: 2.9217 2.4034 -2.0324
C: 1.6848 3.0133 -1.9284
C: -0.7716 2.9203 0.4161
C: -0.8645 3.4125 1.7129
N: -0.6355 2.4071 2.5651
C: -0.3850 1.2539 1.8725
C: -0.1070 0.0197 2.6191
O: -0.1775 -0.0269 3.8366
N: 0.2341 -1.0389 1.8489
C: 0.4848 -2.3518 2.3926
C: -0.8055 -3.1564 2.6166
C: -1.7743 -3.0718 1.4293
N: -1.1156 -3.2422 0.1609
C: -1.0624 -2.3232 -0.8504
C: -0.2974 -2.8827 -1.8329
N: 0.1212 -4.1144 -1.4457
C: -0.3823 -4.3006 -0.2573
C: -0.4693 1.5431 0.5295
H: -0.9447 3.7224 -2.9148
H: -1.6156 2.2512 -2.1910
H: -0.2634 0.4488 -2.9428
H: 1.9349 -0.6350 -3.1202
H: 3.9810 0.6110 -2.5356
H: 3.8151 2.9552 -1.7796
H: 1.6117 4.0387 -1.5957
H: -1.0807 4.4128 2.0309
H: -0.6314 2.4375 3.5742
H: 0.2526 -0.9333 0.8480
H: 1.1482 -2.8815 1.7059
H: 0.9900 -2.2275 3.3539
H: -0.5312 -4.1939 2.8093
H: -1.3208 -2.7698 3.4961
H: -2.5525 -3.8345 1.5443
H: -2.2576 -2.0915 1.4200
H: -1.5847 -1.3890 -0.7940
H: -0.0262 -2.4831 -2.7889
H: -0.2442 -5.1855 0.3311
H: -0.3228 0.8638 -0.2853

Here are the Mulliken charges for atoms 1 to 5, given in e: number 1, O, carries -0.6508; number 2, C, carries 0.3108; number 3, C, carries -0.8474; number 4, C, carries 0.1231; number 5, C, carries 0.0548

[6]
The following is a DFT calculation (ωB97M-V/def2-TZVPD) of a 9-piece molecular cluster, C37H63FN8O4 overall.

structure (SMILES): O=CO[C@@H](F)CCC(=O)O.CCCC#N.CCCC#N.CCCC#N.CCCC#N.CCCC#N.CCCC#N.CCCC#N.CCCC#N
Kohn-Sham gap: 11.021 eV
LUMO energy: 0.6 eV

Positions of all 113 atoms, in Å:
O: 4.3951 4.2281 -0.6200
C: 4.6315 3.7446 -1.6645
O: 4.0781 2.5717 -2.0578
C: 3.1282 2.7123 -3.0665
F: 3.5961 2.0021 -4.1094
C: 1.7870 2.1928 -2.6755
C: 1.0040 3.0981 -1.7137
C: 0.4942 4.2921 -2.4572
O: -0.5008 4.2770 -3.0963
O: 1.2606 5.4290 -2.3583
H: 5.3410 4.1954 -2.3513
H: 3.1008 3.7298 -3.4308
H: 1.2231 2.1254 -3.5833
H: 1.8581 1.1942 -2.2878
H: 1.5616 3.3873 -0.8394
H: 0.1404 2.5433 -1.4108
H: 1.9799 5.3753 -2.9879
C: 2.8087 0.6386 1.2783
C: 1.4053 0.3365 1.7898
C: 0.9989 -1.1439 1.7320
C: 0.8978 -1.6718 0.3735
N: 0.7574 -2.0733 -0.6929
H: 2.9178 0.4017 0.2167
H: 3.0245 1.6952 1.4024
H: 3.5567 0.0650 1.8303
H: 0.6812 0.9335 1.2305
H: 1.3427 0.6526 2.8318
H: 0.0294 -1.2608 2.2112
H: 1.7115 -1.7446 2.3004
C: 4.6812 -1.1851 -7.0189
C: 3.3842 -1.9620 -7.2193
C: 2.1704 -1.0523 -7.4242
C: 1.8878 -0.2422 -6.2435
N: 1.6873 0.4171 -5.3259
H: 4.6421 -0.5734 -6.1163
H: 5.5239 -1.8688 -6.9200
H: 4.8797 -0.5275 -7.8675
H: 3.2110 -2.6154 -6.3635
H: 3.4780 -2.6054 -8.0950
H: 1.2940 -1.6560 -7.6467
H: 2.3315 -0.3924 -8.2791
C: 3.8570 6.8128 3.5144
C: 3.0234 7.0029 2.2523
C: 1.7139 6.2084 2.2773
C: 1.9515 4.7679 2.2974
N: 2.1806 3.6441 2.2692
H: 4.1697 5.7744 3.6299
H: 4.7558 7.4270 3.4733
H: 3.2939 7.1006 4.4043
H: 3.6091 6.7146 1.3786
H: 2.7776 8.0596 2.1371
H: 1.1193 6.4466 1.3941
H: 1.1168 6.4859 3.1475
C: -2.0930 -5.2434 -2.1532
C: -2.3859 -3.7639 -2.3731
C: -3.3412 -3.5105 -3.5417
C: -2.7725 -3.9114 -4.8236
N: -2.3276 -4.2340 -5.8309
H: -1.5863 -5.6815 -3.0146
H: -1.4462 -5.3752 -1.2868
H: -3.0128 -5.8056 -1.9770
H: -1.4502 -3.2275 -2.5344
H: -2.8365 -3.3482 -1.4715
H: -3.5811 -2.4486 -3.5797
H: -4.2812 -4.0423 -3.3830
C: 0.1731 -4.1137 5.7611
C: 1.2673 -4.9585 5.1218
C: 2.6541 -4.6307 5.6821
C: 3.0444 -3.2548 5.3776
N: 3.3455 -2.1715 5.1474
H: 0.3211 -3.0616 5.5492
H: -0.8036 -4.3937 5.3677
H: 0.1515 -4.2505 6.8452
H: 1.2605 -4.8081 4.0411
H: 1.0646 -6.0166 5.2941
H: 3.3993 -5.3066 5.2608
H: 2.6696 -4.7749 6.7635
C: 1.2070 1.4470 6.3298
C: -0.1962 1.2265 6.8866
C: -0.6149 -0.2477 6.8782
C: -0.7103 -0.7790 5.5248
N: -0.7799 -1.1871 4.4557
H: 1.2721 1.1526 5.2817
H: 1.4810 2.4993 6.3943
H: 1.9469 0.8715 6.8880
H: -0.9157 1.8153 6.3161
H: -0.2387 1.5844 7.9161
H: -1.5861 -0.3672 7.3615
H: 0.1008 -0.8469 7.4448
C: -5.1220 1.9268 -6.1847
C: -4.5938 0.5350 -6.5129
C: -5.3353 -0.5774 -5.7630
C: -5.1404 -0.4881 -4.3181
N: -4.9809 -0.4170 -3.1844
H: -4.9783 2.1677 -5.1309
H: -4.5975 2.6804 -6.7703
H: -6.1870 2.0057 -6.4109
H: -3.5281 0.4842 -6.2849
H: -4.6992 0.3507 -7.5830
H: -4.9757 -1.5520 -6.0998
H: -6.4033 -0.5382 -5.9821
C: -6.0829 -3.1153 2.8547
C: -5.0907 -2.0151 2.4940
C: -3.8954 -1.9499 3.4504
C: -4.2795 -1.5882 4.8128
N: -4.5804 -1.2999 5.8824
H: -6.5289 -2.9420 3.8350
H: -6.8909 -3.1549 2.1250
H: -5.5960 -4.0921 2.8702
H: -5.6021 -1.0518 2.4776
H: -4.7097 -2.1895 1.4870
H: -3.1742 -1.2134 3.0966
H: -3.3773 -2.9096 3.4703

Here are the Mulliken charges for atoms 1 to 5, given in e: number 1, O, carries -0.3511; number 2, C, carries -0.0201; number 3, O, carries -0.2872; number 4, C, carries 0.3705; number 5, F, carries -0.3103

What is the Kohn-Sham gap in the fifth record?
9.512 eV

Which of these has the lowest Kohn-Sham gap?
C7H12CsO5

Among the records above, which one has the highest Kohn-Sham gap?
C37H63FN8O4